Record 1
DFT (ωB97M-V with the def2-TZVPD basis set) results for a gas-phase ion, C6H14N2 (charge -1) in a non-equilibrium geometry.

HOMO level (spin up / spin down) (eV): 1.3 / -3.9
LUMO level (spin up / spin down) (eV): 4.03 / 3.85
Kohn-Sham gap (spin up / spin down) (eV): 2.8 / 7.8

Structure (ORCA input):
```
! RIJCOSX wB97M-V def2-TZVPD def2/J DEFGRID3
* xyz -1 2
N -0.8804 -2.1399 0.3100
N 1.6980 -0.3381 -0.9261
C -0.4656 -1.1616 1.2057
C -1.0091 1.0517 0.0245
C 0.7722 0.3702 -1.7857
C -0.7526 0.5936 -1.5121
C 0.4209 0.9123 2.1017
C -0.4895 0.1582 1.1340
H -0.1013 -1.6483 2.1083
H -0.0112 1.4226 2.9766
H -1.3349 -0.3108 -1.6373
H -1.3055 -1.9015 -0.5693
H 1.7423 -1.3163 -1.1668
H -1.1149 1.4342 -2.1160
H -0.7663 2.0970 -0.1070
H 0.7641 -0.1730 -2.7696
H -0.3193 -2.9823 0.3279
H 1.1446 0.1790 2.5154
H -2.1037 0.8731 0.0435
H 1.7922 -0.0892 0.0395
H 1.1684 1.5708 1.6370
H 1.1515 1.3982 -1.8343
*
```

Atomic partial charges in e from the Löwdin method, atoms 1 to 4:
1 N 0.005
2 N -0.018
3 C -0.368
4 C -0.181

---

Record 2
DFT (ωB97M-V with the def2-TZVPD basis set) results for a molecular structure, C28H24BF4N3PtSb.

HOMO level (spin up / spin down) (eV): -11.2 / -11.8
LUMO level (spin up / spin down) (eV): -2.82 / -4.39
Kohn-Sham gap (spin up / spin down) (eV): 8.4 / 7.5

Structure (ORCA input):
```
! RIJCOSX wB97M-V def2-TZVPD def2/J DEFGRID3
* xyz 1 3
Pt -0.4364 0.3016 0.2114
Sb -2.9186 -0.0762 0.7998
F 2.5659 -1.3529 -1.8634
F 0.5740 -0.1256 -1.9598
F 2.0183 0.2359 -0.2367
F 0.8299 -1.7144 -0.3306
N 0.2047 0.2544 2.2870
N -0.2822 2.4453 0.2249
N 0.5178 2.6007 2.4589
C -2.8395 -1.6709 3.4517
C 1.1938 -1.2264 3.8817
C -7.0441 -0.0286 -0.4462
C 0.5789 4.5039 1.0256
C 0.7519 1.3019 2.8992
C -3.0943 -2.7677 4.2643
C -3.1000 3.2329 3.7236
C -3.7760 -3.8659 3.7564
C -4.6482 -0.1568 -0.3967
C -0.5274 3.0414 -0.9665
C 0.3156 5.1035 -0.1789
C -3.2809 -1.6713 2.1292
C -5.8598 0.0041 0.2752
C -4.2067 -3.8719 2.4362
C -3.2479 1.7520 1.8261
C 1.5247 1.1369 4.0511
C 0.4439 -0.9923 2.7620
C -3.5792 2.8391 1.0164
C -3.0087 1.9540 3.1823
C 0.2724 3.1516 1.2037
C -3.4186 4.3124 2.9121
C -5.8069 -0.3781 -2.4866
C -4.6142 -0.3479 -1.7732
C -3.9625 -2.7756 1.6195
C -0.2518 4.3576 -1.2098
C -3.6613 4.1149 1.5570
C 1.7429 -0.1275 4.5397
C -7.0152 -0.2185 -1.8241
B 1.5805 -0.7815 -1.1487
H -2.9293 3.3818 4.7837
H -7.9421 -0.2428 -2.3827
H -3.7856 2.6953 -0.0390
H -5.8862 0.1539 1.3488
H 1.0308 5.0606 1.8365
H -0.0006 -1.8035 2.2035
H -0.9614 2.4086 -1.7275
H 0.8875 3.2838 3.0981
H -3.9260 4.9529 0.9241
H -3.4926 5.3064 3.3368
H -4.3167 -2.7824 0.5949
H 1.3577 -2.2377 4.2256
H 1.9573 2.0038 4.5351
H -0.4648 4.7894 -2.1769
H -5.7891 -0.5287 -3.5588
H 0.5592 6.1482 -0.3256
H -4.7362 -4.7297 2.0403
H -7.9893 0.0944 0.0670
H -3.9718 -4.7202 4.3929
H -3.6725 -0.4788 -2.2937
H -2.2936 -0.8291 3.8572
H 2.3531 -0.2654 5.4239
H -2.7602 1.1249 3.8329
H -2.7614 -2.7636 5.2949
*
```

Atomic partial charges in e from the Löwdin method, atoms 1 to 4:
1 Pt 1.016
2 Sb 1.511
3 F 0.218
4 F 0.015

---

Record 3
DFT (ωB97M-V with the def2-TZVPD basis set) results for 3 unconnected molecules or ions with the total composition C4H14NO3 in a non-equilibrium geometry.

HOMO level (eV): -3.3
LUMO level (eV): 3.77
Kohn-Sham gap (eV): 7.1

Structure (ORCA input):
```
! RIJCOSX wB97M-V def2-TZVPD def2/J DEFGRID3
* xyz -1 1
O -1.1603 -1.3514 -2.0823
O -0.2155 0.8619 -3.1180
O 0.1621 -2.4113 -0.1722
N 0.8000 -0.6975 1.3530
C 0.4290 1.7324 0.9725
C 1.1152 -1.9801 0.7337
C -1.0890 1.5205 1.3733
C 0.9597 0.4098 0.4004
H 2.0111 -1.9643 0.0851
H -1.6838 2.4291 1.2267
H -0.1376 -0.6502 1.7223
H 1.1799 -2.7562 1.5300
H -2.0452 -1.2416 -1.7064
H 2.0302 0.4991 0.1320
H -1.4226 0.7450 0.6787
H -0.6798 -1.6456 -1.1605
H 1.0778 2.0197 1.7865
H -0.0837 0.0086 -3.5195
H -1.2398 1.2248 2.4160
H -0.6800 0.5934 -2.3148
H 0.3579 0.2129 -0.5006
H 0.3145 2.4409 0.1642
*
```

Atomic partial charges in e from the Löwdin method, atoms 1 to 4:
1 O -0.196
2 O -0.106
3 O -0.344
4 N -0.068

---

Record 4
DFT (ωB97M-V with the def2-TZVPD basis set) results for a molecular structure, C30H32BrMoN9O4S4.

HOMO level (spin up / spin down) (eV): -12.9 / -12.9
LUMO level (spin up / spin down) (eV): -5.34 / -6.06
Kohn-Sham gap (spin up / spin down) (eV): 7.5 / 6.9

Structure (ORCA input):
```
! RIJCOSX wB97M-V def2-TZVPD def2/J DEFGRID3
* xyz 2 3
Mo 0.1331 0.6847 -0.3407
Br 6.1378 0.1789 -3.6633
S -0.4125 -2.7683 -3.4932
S 0.5364 -0.0191 -4.0037
S -3.8062 0.4818 -2.7149
S 0.4456 5.1571 -2.5576
O -2.3642 -1.1273 2.8289
O -0.9071 -0.6498 0.7747
O 0.9219 2.1865 1.2984
O -1.3161 1.5953 2.4000
N -3.6319 0.0629 -0.0775
N -1.0436 -1.9984 -1.0312
N -2.9089 2.8197 3.4380
N 1.6100 4.4519 -0.2457
N -1.4876 1.4932 4.6663
N -0.3699 -0.9225 -1.6187
N 0.1301 2.9348 -1.3015
N -1.9155 1.2780 -1.1581
N 1.5684 -0.3588 0.9837
C -2.2718 -4.0311 0.5514
C 2.1939 1.8023 1.8155
C -0.5047 0.4374 4.8446
C -0.7159 2.9227 -2.4046
C -2.5664 -2.3607 2.2791
C -2.6044 1.5383 -3.3587
C 1.1639 -1.2944 -5.1432
C 2.7953 1.6548 -1.7016
C 2.3281 0.3138 1.8568
C 0.7504 4.0944 -1.2203
C -3.0391 0.5769 -1.1571
C 0.1432 -2.4070 -5.1923
C 3.7850 -0.8252 -2.3980
C 3.2697 -1.6927 2.7444
C -3.3338 -3.2663 3.0021
C 2.0189 0.5360 -1.3829
C -0.6623 4.0093 -3.2013
C 2.4701 -2.3968 1.8569
C -0.1103 -1.1718 -2.8846
C -1.8803 1.9501 3.4646
C -1.7228 1.8818 -2.4001
C -3.5428 -4.5427 2.5171
C 3.1868 -0.3119 2.7435
C -3.0030 -4.9317 1.2932
C 4.4956 0.3179 -2.7370
C 4.0044 1.5587 -2.3794
C -1.3058 -1.7717 0.2140
C -2.0504 -2.7324 1.0257
C 1.6418 -1.6997 1.0043
C 2.5747 -0.7011 -1.7421
H 0.3166 0.7806 5.4739
H 1.0194 -2.2453 0.3114
H -3.7414 -2.9453 3.9518
H -3.4297 3.0735 4.2592
H -0.9598 -0.4371 5.3083
H -4.4444 -0.5224 -0.1682
H 4.1814 -1.8016 -2.6437
H 2.4772 -3.4767 1.8187
H 3.9306 -2.2082 3.4279
H -3.2246 3.1687 2.5515
H 2.1274 -1.6302 -4.7608
H 2.9485 2.2064 1.1342
H -2.6299 1.8597 -4.3863
H -1.6091 -0.6988 2.3870
H 2.3571 2.2355 2.8031
H 1.9295 5.4041 -0.2060
H 2.4849 2.6462 -1.4250
H 3.7788 0.2880 3.4218
H -4.1259 -5.2425 3.1005
H -0.7332 -2.1343 -5.7776
H 0.1669 1.9821 1.9322
H -3.2592 0.2264 0.8438
H 4.5562 2.4565 -2.6246
H 0.5799 -3.3198 -5.5936
H -1.8698 -4.3034 -0.4153
H -1.2489 4.2434 -4.0738
H -2.0118 1.7564 5.4841
H 1.3016 -0.8229 -6.1146
H 2.0581 -1.6286 -1.5285
H -0.1171 0.1462 3.8711
H -3.1600 -5.9365 0.9259
H 1.5233 3.9422 0.6179
*
```

Atomic partial charges in e from the Löwdin method, atoms 1 to 4:
1 Mo 1.773
2 Br 0.790
3 S 1.014
4 S 1.007

---

Record 5
DFT (ωB97M-V with the def2-TZVPD basis set) results for a molecular structure, C8H16Li3O10P2 in a non-equilibrium geometry.

HOMO level (eV): 3.4
LUMO level (eV): 5.90
Kohn-Sham gap (eV): 2.5

Structure (ORCA input):
```
! RIJCOSX wB97M-V def2-TZVPD def2/J DEFGRID3
* xyz -3 1
P 0.2010 1.2331 3.2353
P 3.0338 -1.1161 1.5935
O 1.7621 -2.0152 1.2906
O 0.2798 0.0701 4.2618
O 4.2396 -2.0176 1.2575
O 2.7998 -0.4508 2.9675
O -1.1058 1.9630 3.6041
O -0.8235 -1.2544 -0.4538
O 0.3306 0.5280 1.8521
O 1.4174 2.1464 3.4312
O 2.8460 -0.0453 0.4854
O 0.3949 1.0442 -1.0145
C -0.4334 2.1837 -0.9000
C -0.7442 -2.5824 -0.8768
C 0.9479 0.9906 -2.3084
C -2.9910 -1.9385 -0.1002
C 0.9161 2.4475 -2.8580
C -2.2117 -3.0694 -0.8007
C -1.8705 -1.0155 0.4645
C 0.3093 3.2408 -1.7024
Li 2.2392 1.2902 1.8178
Li 0.8891 -0.5267 0.4004
Li 0.8847 -1.1830 3.0279
H 1.8851 2.8337 -3.1796
H -2.6715 -3.4209 -1.7337
H -0.5999 2.3967 0.1531
H 1.0491 3.6598 -1.0170
H 1.9616 0.5972 -2.2843
H -0.0701 -3.2003 -0.2787
H -0.3734 -2.5437 -1.9045
H -2.1080 0.0361 0.5818
H -3.6652 -1.3920 -0.7663
H 0.2831 2.5477 -3.7474
H -1.5963 -1.3419 1.4706
H -2.3042 -3.9916 -0.2105
H -3.6320 -2.3917 0.6606
H 0.2889 0.3210 -2.8780
H -0.3881 3.9913 -2.0866
H -1.3704 1.9760 -1.4542
*
```

Atomic partial charges in e from the Löwdin method, atoms 1 to 4:
1 P -0.182
2 P -0.144
3 O -0.585
4 O -0.554

---

Record 6
DFT (ωB97M-V with the def2-TZVPD basis set) results for a molecular structure, C14H20Cl5F2Si2V in a non-equilibrium geometry.

HOMO level (eV): -13.9
LUMO level (eV): -7.15
Kohn-Sham gap (eV): 6.8

Structure (ORCA input):
```
! RIJCOSX wB97M-V def2-TZVPD def2/J DEFGRID3
* xyz 2 1
V 3.0772 0.8890 -0.2658
Cl -2.4873 0.4653 1.9835
Cl -0.7380 -0.1716 -0.4643
Cl 3.3743 2.4669 1.8497
Cl -1.4590 2.4795 4.0873
Cl 1.4536 2.9900 4.3422
Si -5.5501 -3.5662 1.6042
Si 4.0296 1.9809 -2.6865
F 2.2894 -1.4594 0.8043
F 3.8542 -0.9759 -0.6477
C -0.4399 1.9564 2.8599
C -6.8223 -2.7312 2.5500
C 2.4601 -1.0184 -0.4388
C 0.0215 0.7291 0.8021
C 4.4898 1.0342 -4.2167
C 3.4828 3.6865 -2.9305
C 2.3825 1.4318 -1.7161
C -5.1261 -2.4147 0.2149
C 1.3323 1.2062 0.8144
C 5.3706 1.8702 -1.4022
C -0.8496 1.1001 1.8736
C 0.8991 2.4427 2.8946
C 1.6498 2.0053 1.8823
C -5.9130 -5.3697 1.7962
H 3.4442 4.2614 -1.9327
H -7.3417 -2.3491 1.6963
H 5.6808 2.8229 -0.9018
H -5.3391 -5.9329 2.5479
H -5.5849 -1.4804 0.4729
H 1.5358 1.5418 -2.3432
H -7.5154 -3.4155 3.0390
H -5.6373 -2.9207 -0.5968
H -6.1247 -6.0335 0.9660
H 1.9195 -1.5133 -1.1931
H -6.6504 -1.9330 3.2389
H 4.1210 4.1377 -3.6859
H -4.0620 -2.1588 -0.0415
H 5.2156 1.5694 -4.8514
H -6.8271 -5.1017 2.3796
H 4.8765 0.0164 -4.0797
H 6.3100 1.4627 -1.8242
H 5.2189 1.0660 -0.5864
H 2.4337 3.8915 -3.0996
H 3.5450 1.0420 -4.7950
*
```

Atomic partial charges in e from the Löwdin method, atoms 1 to 4:
1 V 0.708
2 Cl 0.640
3 Cl 0.713
4 Cl 0.769